The following is a quantum chemistry calculation of a gas-phase ion, C13H11Cl2O4 (charge -1), from the OMol25 dataset.

XYZ file:
```
30
Properties=species:S:1:pos:R:3:nbo_charge:R:1
C 3.295 -1.201 -2.067 -0.37
C 2.634 -0.540 -1.127 -0.06
C 1.508 0.365 -1.525 0.54
O 1.683 1.225 -2.375 -0.55
C 0.229 0.231 -0.813 -0.25
C -0.573 1.375 -0.688 -0.11
C -1.755 1.380 0.007 -0.33
C -2.224 0.201 0.607 0.43
C -1.459 -0.973 0.430 -0.16
C -0.265 -0.960 -0.260 -0.01
Cl 0.555 -2.461 -0.491 0.02
Cl -2.069 -2.440 1.106 0.02
O -3.317 0.089 1.349 -0.48
C -4.083 1.236 1.663 -0.21
H -4.813 0.891 2.397 0.19
H -3.448 2.021 2.088 0.16
C -4.897 1.872 0.389 0.75
O -4.402 2.918 -0.025 -0.77
O -5.881 1.232 0.050 -0.74
H -2.362 2.273 0.055 0.29
H -0.215 2.280 -1.157 0.23
C 2.992 -0.506 0.335 -0.44
C 3.880 -1.654 0.797 -0.60
H 3.411 -2.607 0.563 0.21
H 4.029 -1.597 1.874 0.21
H 4.855 -1.614 0.317 0.20
H 2.073 -0.499 0.926 0.22
H 3.498 0.447 0.528 0.22
H 2.988 -1.137 -3.097 0.21
H 4.131 -1.845 -1.854 0.19
```

strongest force on any atom	2.1	eV Å⁻¹
HOMO-LUMO gap	7.231	eV
net charge	-1

***

The following is a quantum chemistry calculation of CCl4NOP in the gas phase, from the OMol25 dataset.

XYZ file:
```
8
Properties=species:S:1:pos:R:3:nbo_charge:R:1
C 1.479 -0.091 -0.281 0.22
N 0.335 -0.645 -0.074 -0.84
O -1.550 0.296 1.823 -0.99
P -1.156 -0.059 0.364 1.83
Cl 2.776 -1.108 -0.666 0.12
Cl 1.852 1.509 0.103 0.12
Cl -2.204 -1.410 -0.385 -0.17
Cl -1.532 1.508 -0.884 -0.28
```

strongest force on any atom	6.2	eV Å⁻¹
HOMO-LUMO gap	9.935	eV
net charge	0

***

DFT total energy per entry: -46895.4763; -63954.6642 eV